Entry 1:
Molecular formula: C19H16GaNO4PS2
Method: DFT, wB97M-V/def2-TZVPD

The energy above the lowest of the compared OMol25 structures with the same formula, charge and spin is 0.0 kcal per mole. Its net charge is +1. The HOMO energy comes out at -12.378 eV.

Each line ends with the Löwdin charge.
Atoms and positions in Å:
Ga (1.3534, 2.1880, 0.0622)  0.254
O (2.6283, 0.7894, 0.9653)  -0.333
S (1.9419, 1.0223, 2.2807)  0.604
O (2.7939, 1.2157, 3.3938)  -0.199
O (1.0174, 2.1824, 1.9680)  -0.278
C (0.8991, -0.3825, 2.4852)  -0.261
C (0.8911, -1.0644, 3.6877)  -0.019
C (0.0990, -2.1962, 3.8113)  -0.025
C (-0.6651, -2.6281, 2.7362)  -0.029
C (-0.6561, -1.9323, 1.5352)  -0.050
C (0.1351, -0.7964, 1.3943)  -0.296
P (0.0772, 0.1015, -0.1934)  1.099
C (-1.6739, 0.4102, -0.4983)  -0.347
C (-2.2243, 1.5254, 0.1363)  -0.086
C (-3.5704, 1.8083, -0.0170)  -0.044
C (-4.3627, 0.9841, -0.8054)  -0.049
C (-3.8129, -0.1218, -1.4390)  -0.056
C (-2.4661, -0.4149, -1.2914)  -0.081
C (0.7579, -0.9681, -1.4679)  -0.355
C (1.5585, -2.0652, -1.1641)  -0.065
C (2.1293, -2.7953, -2.1952)  -0.055
C (1.9090, -2.4335, -3.5159)  -0.053
C (1.1154, -1.3334, -3.8179)  -0.057
C (0.5436, -0.5945, -2.7971)  -0.093
H (1.5033, -0.6985, 4.5016)  0.128
H (0.0830, -2.7427, 4.7438)  0.123
H (-1.2775, -3.5147, 2.8323)  0.121
H (-1.2609, -2.2710, 0.7030)  0.120
H (-1.6065, 2.1640, 0.7594)  0.079
H (-3.9967, 2.6733, 0.4731)  0.120
H (-5.4140, 1.2063, -0.9305)  0.116
H (-4.4329, -0.7599, -2.0547)  0.115
H (-2.0344, -1.2713, -1.7956)  0.111
H (1.7403, -2.3408, -0.1330)  0.113
H (2.7486, -3.6518, -1.9643)  0.115
H (2.3589, -3.0072, -4.3148)  0.115
H (0.9412, -1.0519, -4.8477)  0.116
H (-0.0718, 0.2702, -3.0224)  0.116
O (3.3300, 3.0129, -0.1086)  -0.026
H (3.7426, 3.8428, -0.3682)  0.112
H (3.9855, 2.4288, 0.2987)  0.096
S (0.5962, 3.9460, -1.1744)  0.743
C (-0.3471, 4.4584, 0.1343)  -0.783
N (-1.0068, 4.8061, 1.0142)  0.125

=====

Entry 2:
Molecular formula: C19H16IrN7O
Method: DFT, wB97M-V/def2-TZVPD

Its net charge is +2. The HOMO energy (alpha / beta) comes out at -14.544 / -14.544 eV.

Each line ends with the Löwdin charge.
Atoms and positions in Å:
Ir (-1.1471, 0.2298, 0.0116)  1.467
C (-2.6646, 4.1687, 0.2347)  -0.016
C (-1.5679, 5.0266, 0.1039)  -0.001
C (-0.3412, 4.4979, -0.2066)  0.038
C (-0.2000, 3.1119, -0.3499)  -0.293
N (-1.2469, 2.2904, -0.1804)  -0.069
C (-2.4647, 2.8244, 0.0794)  -0.117
N (1.0336, 2.6451, -0.7274)  0.210
C (1.3334, 1.4276, -0.9323)  -0.235
N (0.4969, 0.2802, -0.8226)  -0.070
C (1.3137, -0.8907, -1.0351)  -0.225
N (0.9869, -2.1078, -0.9097)  0.206
C (-0.2633, -2.6028, -0.6022)  -0.327
C (-0.3878, -3.9893, -0.5076)  0.030
C (-1.6350, -4.5504, -0.3233)  -0.003
C (-2.7492, -3.7173, -0.2644)  -0.016
C (-2.5559, -2.3578, -0.3279)  -0.118
N (-1.3349, -1.8015, -0.4626)  -0.074
C (2.6451, -0.4248, -1.4015)  -0.107
C (3.7821, -1.1502, -1.7173)  0.027
C (4.9424, -0.4285, -1.9551)  -0.021
C (4.9583, 0.9661, -1.8815)  -0.017
C (3.8142, 1.6893, -1.5741)  0.028
C (2.6602, 0.9648, -1.3366)  -0.102
H (-3.6539, 4.5461, 0.4474)  0.127
H (-1.6912, 6.0941, 0.2246)  0.132
H (0.5352, 5.1096, -0.3607)  0.134
H (-3.2853, 2.1191, 0.1461)  0.114
H (0.5080, -4.5839, -0.6112)  0.134
H (-1.7472, -5.6238, -0.2513)  0.132
H (-3.7495, -4.1150, -0.1765)  0.128
H (-3.3906, -1.6685, -0.2936)  0.121
H (3.7600, -2.2290, -1.7800)  0.128
H (5.8569, -0.9529, -2.1960)  0.123
H (5.8866, 1.4905, -2.0631)  0.124
H (3.8190, 2.7690, -1.5258)  0.129
N (-0.9883, -2.0479, 2.6859)  0.247
C (-1.5934, -0.8765, 2.8201)  -0.549
N (-1.9767, -0.4474, 4.0134)  0.240
O (-1.8390, -0.0959, 1.8270)  -0.187
H (-0.7886, -2.6312, 3.4824)  0.147
H (-0.7306, -2.3902, 1.7753)  0.089
H (-1.9071, -1.0158, 4.8422)  0.144
H (-2.4325, 0.4481, 4.0824)  0.145

=====

Entry 3:
Molecular formula: C19H16IrN7O3S2
Method: DFT, wB97M-V/def2-TZVPD

Its net charge is +2. The HOMO energy (alpha / beta) comes out at -13.864 / -14.341 eV. As for the multiplicity: 5.

Each line ends with the Löwdin charge.
Atoms and positions in Å:
Ir (-0.1943, 0.3066, 0.1403)  1.348
O (-0.1607, 0.8176, 2.2229)  -0.255
N (-0.5050, 2.0429, 2.6103)  -0.189
C (-0.4588, 2.3054, 3.9398)  0.018
C (-0.7861, 3.5454, 4.4055)  -0.004
C (-1.1698, 4.5399, 3.5001)  -0.010
C (-1.2150, 4.2503, 2.1574)  -0.052
C (-0.8772, 2.9723, 1.7080)  -0.598
S (-0.9517, 2.5201, 0.0425)  0.717
H (-0.1505, 1.4727, 4.5531)  0.150
H (-0.7419, 3.7363, 5.4676)  0.130
H (-1.4318, 5.5279, 3.8519)  0.131
H (-1.5128, 4.9895, 1.4278)  0.123
S (-5.9413, -4.8041, 0.6260)  1.102
N (-5.7432, -3.5617, -0.3750)  -0.194
C (-4.5669, -3.0280, -0.0893)  -0.300
C (-3.9811, -1.8758, -0.7500)  -0.061
C (-4.5897, -1.1897, -1.8033)  0.056
C (-3.9486, -0.1034, -2.3571)  0.002
C (-2.7184, 0.2852, -1.8399)  -0.123
N (-2.1287, -0.3663, -0.8423)  -0.051
C (-2.7371, -1.4399, -0.2998)  -0.132
C (-2.0327, -2.1316, 0.7808)  -0.133
N (-0.8203, -1.6559, 1.1145)  -0.013
C (-0.1198, -2.2577, 2.0676)  -0.095
C (-0.6010, -3.3784, 2.7392)  0.005
C (-1.8417, -3.8758, 2.4108)  0.053
C (-2.5832, -3.2453, 1.4088)  -0.062
C (-3.8913, -3.6893, 0.9637)  -0.299
N (-4.5666, -4.7147, 1.4559)  -0.194
H (-5.5546, -1.5226, -2.1641)  0.138
H (-4.3856, 0.4518, -3.1744)  0.127
H (-2.1985, 1.1475, -2.2362)  0.098
H (0.8440, -1.8299, 2.3005)  0.108
H (0.0030, -3.8406, 3.5068)  0.125
H (-2.2549, -4.7439, 2.9083)  0.137
C (4.1469, -1.8795, 1.0210)  0.024
O (4.0160, -0.8302, 0.0277)  0.037
C (2.8227, -0.3703, -0.2103)  -0.557
O (1.7913, -0.7639, 0.3490)  -0.068
N (2.8104, 0.5864, -1.1480)  0.045
N (1.5860, 1.1409, -1.4996)  -0.003
H (5.2043, -2.1133, 1.0424)  0.109
H (3.5675, -2.7472, 0.7172)  0.105
H (3.8182, -1.5098, 1.9889)  0.103
H (3.6658, 0.8658, -1.6067)  0.184
H (1.3732, 0.9488, -2.4745)  0.124
H (1.5922, 2.1442, -1.3441)  0.089

=====

Entry 4:
Molecular formula: C19H16N2S2W
Method: DFT, wB97M-V/def2-TZVPD

The energy above the lowest of the compared OMol25 structures with the same formula, charge and spin is 0.0 kcal per mole. Its net charge is +2. The HOMO energy comes out at -15.184 eV.

Each line ends with the Löwdin charge.
Atoms and positions in Å:
W (0.0320, 1.2564, -0.5379)  1.177
S (0.4440, 2.8670, 0.6948)  0.456
C (1.6376, 1.2417, -1.8152)  -0.316
C (2.9000, 1.2563, -2.3844)  -0.011
C (2.9378, 1.5881, -3.7293)  0.015
C (1.7625, 1.8941, -4.4393)  0.015
C (0.5421, 1.8563, -3.8059)  -0.043
N (0.5415, 1.4944, -2.5111)  -0.119
H (3.7937, 1.0448, -1.8164)  0.125
H (3.8883, 1.6297, -4.2458)  0.135
H (1.8134, 2.1649, -5.4845)  0.134
H (-0.3986, 2.0795, -4.2894)  0.136
C (-1.9398, 1.8470, -1.1983)  -0.172
C (-2.2350, 0.5625, -0.5751)  -0.418
C (-2.1239, -0.6429, -1.3133)  -0.051
C (-2.2424, -1.8613, -0.6778)  -0.039
C (-2.4463, -1.9154, 0.7048)  -0.015
C (-2.5358, -0.7514, 1.4518)  -0.032
C (-2.4146, 0.4833, 0.8256)  -0.047
H (-2.3254, 2.7219, -0.6885)  0.081
H (-2.0848, 1.8917, -2.2712)  0.078
H (-2.0115, -0.5938, -2.3912)  0.131
H (-2.2028, -2.7776, -1.2526)  0.130
H (-2.5582, -2.8756, 1.1918)  0.132
H (-2.7150, -0.8007, 2.5174)  0.133
H (-2.5310, 1.3999, 1.3927)  0.131
S (1.4893, -2.8822, 0.7758)  1.197
C (0.9307, -1.5800, -0.1304)  -0.456
N (0.5419, -0.5154, 0.5454)  -0.140
C (0.6779, -0.7263, 1.9323)  -0.299
C (0.3572, 0.1523, 2.9677)  -0.043
C (0.5673, -0.2631, 4.2641)  -0.029
C (1.0845, -1.5344, 4.5520)  -0.031
C (1.4003, -2.4132, 3.5414)  -0.046
C (1.1893, -1.9920, 2.2282)  -0.435
H (0.9108, -1.6254, -1.2104)  0.096
H (-0.0452, 1.1338, 2.7658)  0.059
H (0.3292, 0.4066, 5.0792)  0.125
H (1.2377, -1.8271, 5.5814)  0.127
H (1.8012, -3.3945, 3.7556)  0.128